{"formula": "C36H40AsFN3O4PdSSi2", "method": "ωB97M-V/def2-TZVPD", "symbols": ["N", "H", "C", "C", "H", "H", "H", "O", "C", "Pd", "C", "H", "C", "H", "C", "H", "C", "H", "H", "C", "S", "C", "H", "H", "H", "C", "C", "H", "H", "C", "H", "H", "C", "H", "H", "C", "C", "C", "O", "H", "C", "H", "Si", "C", "H", "H", "C", "H", "H", "F", "C", "H", "H", "C", "H", "Si", "H", "H", "H", "H", "H", "O", "C", "H", "C", "C", "C", "C", "H", "H", "C", "N", "C", "C", "As", "H", "O", "C", "C", "H", "C", "H", "C", "H", "C", "C", "N", "C", "H"], "positions_angstrom": [[-3.94, -4.52, -0.52], [0.30, -2.13, 2.14], [-2.30, -2.42, -3.03], [0.11, 1.08, 2.48], [-3.11, -2.10, -3.70], [-0.56, -0.95, 4.64], [3.45, 1.54, 4.18], [-2.46, -0.07, -2.66], [3.21, 4.25, 0.59], [-0.58, 0.49, -0.33], [-1.25, 0.86, 1.93], [-0.60, 2.61, 3.78], [3.22, -0.60, -0.37], [-1.06, -3.21, 2.33], [2.56, 3.20, -1.92], [3.00, 5.11, -2.66], [2.52, 2.40, -0.81], [-4.38, -0.44, 2.47], [3.40, 4.59, 1.57], [-3.60, -3.38, -1.32], [-0.86, 1.66, -2.37], [2.83, -1.83, 0.11], [-4.08, -2.21, 2.48], [-4.77, -4.42, 0.06], [-2.67, 2.96, 3.74], [-3.70, -1.26, 2.12], [5.54, -1.21, -0.06], [-3.32, 4.12, 2.61], [-1.92, 0.23, 4.70], [-2.01, -4.76, -2.44], [1.40, 3.04, 4.98], [-2.30, -1.49, 4.85], [3.21, 5.06, -0.52], [-0.63, 3.84, -0.15], [-1.46, -2.62, -3.70], [0.34, 0.83, -3.32], [2.10, -0.62, -4.91], [1.41, 2.27, 4.18], [-1.05, -1.22, -1.40], [-0.64, 4.24, 1.49], [-1.64, -0.75, 4.36], [6.59, -0.93, -0.19], [-1.86, -0.89, 2.48], [-0.74, -2.29, 1.89], [4.88, 0.63, -0.90], [-4.44, 2.42, 0.30], [0.93, -0.03, -5.40], [-1.28, -4.85, -3.23], [-0.74, -2.38, 0.78], [-1.79, -7.03, -1.99], [1.57, 0.29, -2.80], [-4.23, 2.64, 2.85], [-0.80, 1.26, -5.08], [3.77, -2.81, 0.40], [-3.93, -1.33, 1.04], [-2.27, 2.37, 1.34], [-2.11, 4.48, 0.53], [3.51, -3.81, 0.68], [3.19, -0.10, 2.59], [-3.73, 0.87, -0.14], [0.78, -0.27, -6.47], [-4.23, -2.32, -1.16], [-3.23, 3.04, 2.79], [1.78, -2.08, 0.12], [-1.95, -1.14, -2.28], [5.12, -2.46, 0.33], [0.26, 2.03, 3.50], [2.30, 0.51, 2.79], [2.82, 2.30, 1.29], [2.73, -1.24, -5.55], [-3.50, 1.92, -0.03], [1.18, 0.31, 2.10], [2.45, -0.42, -3.60], [-1.29, 3.82, 0.75], [1.79, 0.57, -0.91], [2.33, 2.74, -2.91], [-3.83, -6.72, 0.02], [-2.38, -5.85, -1.74], [-3.38, -5.79, -0.64], [5.89, -3.20, 0.49], [4.56, -0.29, -0.47], [-3.22, 2.24, -1.05], [0.07, 0.75, -4.68], [3.44, -0.63, -3.21], [2.46, 1.46, 3.79], [2.95, 4.51, -1.76], [-2.55, -3.53, -2.18], [2.87, 2.93, 0.42], [3.55, 6.07, -0.49]], "charge": 1, "lumo_energy_ev": [-2.2, -5.0], "mol_weight_da": 867.3, "spin_multiplicity": 5, "s2": 6.0271, "de_lowest_kcal_mol": 34.8}



{"formula": "C36H40B2F4N5O7PY", "method": "ωB97M-V/def2-TZVPD", "symbols": ["C", "C", "C", "H", "C", "C", "H", "B", "C", "H", "H", "H", "H", "H", "C", "N", "Y", "H", "H", "C", "C", "H", "C", "H", "H", "H", "C", "O", "F", "H", "H", "C", "C", "N", "H", "O", "H", "C", "O", "H", "N", "C", "C", "H", "H", "C", "C", "C", "H", "C", "O", "C", "C", "B", "H", "H", "N", "H", "H", "F", "F", "C", "O", "H", "H", "C", "C", "H", "H", "C", "C", "H", "H", "H", "C", "C", "N", "C", "C", "C", "O", "C", "O", "H", "C", "P", "C", "H", "C", "F", "H", "H", "H", "H", "H", "H"], "positions_angstrom": [[-1.31, -4.31, -0.66], [-2.16, -0.48, 5.09], [-1.90, -5.64, -1.00], [-1.29, 0.19, -5.53], [-1.14, -0.85, -3.68], [0.96, 2.27, 1.70], [1.80, -4.91, 0.74], [2.55, -2.16, -1.58], [0.88, 4.63, 2.22], [1.26, -1.50, -5.15], [-2.19, -5.64, -2.05], [-0.37, 5.19, 3.88], [-0.24, 1.02, 2.96], [1.19, 5.64, 2.01], [1.91, 2.75, -2.77], [0.65, -0.77, -2.18], [-0.99, -0.96, -0.38], [-1.07, 2.87, 4.36], [-2.93, 1.35, -2.62], [1.46, 2.23, -1.57], [4.11, 1.95, -2.27], [5.93, -0.68, 4.16], [1.29, -0.59, -4.54], [5.79, 1.62, 3.23], [-0.83, 3.69, -0.55], [-2.81, -5.79, -0.43], [1.36, 3.58, 1.45], [1.93, -2.79, -0.37], [2.33, -2.99, -2.68], [3.61, 3.02, -4.06], [2.29, -0.46, -4.15], [4.12, -1.32, 3.29], [-3.25, 0.35, 4.88], [-1.83, -1.20, -2.66], [3.91, 2.23, 1.76], [-1.45, -1.54, 1.79], [5.15, 1.81, -2.56], [2.33, 1.58, -0.70], [1.99, -0.80, -1.89], [2.03, 3.79, 0.63], [-1.96, -3.22, -0.76], [-2.42, 2.23, -2.22], [-3.10, -0.13, 2.54], [-4.25, 1.07, -0.47], [-1.41, 2.25, -2.62], [1.98, -1.87, 2.40], [3.96, 1.23, 2.17], [-0.39, 3.07, 3.54], [-1.44, -1.56, -5.67], [0.32, -0.71, -3.41], [-1.59, 1.06, -0.30], [-3.72, 0.52, 3.59], [-1.70, -0.69, -5.05], [-3.76, -2.01, -1.61], [-1.68, 3.35, 0.96], [0.40, -6.02, 0.66], [0.59, -2.97, -0.56], [1.22, 3.26, -3.44], [-1.21, -6.45, -0.82], [-3.38, -1.12, -0.53], [3.88, -1.96, -1.29], [-1.80, 3.45, -0.12], [-3.16, -1.45, -2.85], [-2.47, 4.29, -0.32], [-3.39, -0.05, 1.51], [-3.82, 2.02, -0.17], [2.96, 0.33, 1.84], [-4.56, 1.16, 3.38], [-4.44, 2.82, -0.56], [-2.38, 2.16, -0.69], [5.02, 0.90, 3.00], [-2.95, 3.12, -2.56], [-1.76, -0.65, 6.08], [1.02, 0.25, -5.18], [3.66, 1.43, -1.07], [0.08, 2.03, 2.75], [-2.04, -0.92, 2.78], [3.00, -0.97, 2.46], [5.10, -0.40, 3.54], [3.25, 2.62, -3.12], [1.19, -2.71, 2.35], [0.00, 4.38, 3.27], [-3.23, -3.34, -1.25], [4.34, 0.86, -0.45], [0.99, -5.29, 0.11], [1.56, 0.81, 0.77], [-1.57, -1.11, 4.02], [1.44, -5.77, -0.75], [0.14, -4.14, -0.33], [-5.11, -2.08, -1.78], [4.16, -2.31, 3.72], [0.41, 2.29, -1.31], [-2.78, -0.62, -5.01], [-3.83, 2.10, 0.92], [-0.72, -1.78, 4.08], [-3.72, 0.85, 5.71]], "charge": 0, "lumo_energy_ev": [-0.5, -0.5], "mol_weight_da": 872.2, "spin_multiplicity": 2, "s2": 0.7881, "de_lowest_kcal_mol": 32.4}